# 1
A molecular structure, C19H56N10O7 at a distorted geometry, computed with wB97M-V/def2-TZVPD.

Atoms and positions in Å:
C1 0.668 1.020 -2.033
C2 1.532 1.717 -3.022
C3 2.193 3.013 -2.471
O1 3.216 3.270 -3.315
C4 4.552 3.054 -2.701
N1 2.553 0.720 -3.464
H1 -0.178 1.598 -1.660
H2 1.314 0.788 -1.186
H3 0.367 0.091 -2.516
H4 0.961 1.877 -3.937
H5 2.512 2.988 -1.429
H6 1.515 3.865 -2.433
H7 4.619 1.976 -2.556
H8 4.765 3.472 -1.717
H9 5.410 3.311 -3.322
H10 1.948 0.159 -4.047
H11 3.282 1.089 -4.057
C5 1.638 1.284 0.817
C6 2.722 1.520 1.844
C7 3.930 0.535 1.635
O2 4.665 0.794 0.478
C8 5.735 -0.142 0.409
N2 3.241 2.900 1.808
H12 0.694 1.605 1.258
H13 1.492 0.215 0.663
H14 1.776 1.874 -0.089
H15 2.246 1.254 2.788
H16 3.505 -0.468 1.589
H17 4.676 0.656 2.421
H18 5.443 -1.181 0.259
H19 6.401 -0.114 1.271
H20 6.391 -0.002 -0.451
H21 3.902 2.773 2.560
H22 3.938 3.005 1.085
C9 -5.694 -3.638 -0.059
C10 -4.251 -4.101 -0.156
C11 -3.181 -3.081 0.233
O3 -3.149 -1.968 -0.731
C12 -2.607 -0.756 -0.229
N3 -3.988 -5.283 0.687
H23 -6.021 -3.268 0.913
H24 -6.394 -4.301 -0.566
H25 -5.746 -2.763 -0.708
H26 -4.102 -4.354 -1.206
H27 -2.151 -3.435 0.187
H28 -3.454 -2.615 1.179
H29 -1.840 -0.996 0.508
H30 -3.410 -0.169 0.216
H31 -2.090 -0.089 -0.918
H32 -3.950 -5.053 1.669
H33 -3.017 -5.538 0.577
C13 -1.862 -2.764 2.354
C14 -0.400 -2.448 1.792
C15 0.405 -1.317 2.525
O4 -0.233 -0.082 2.310
C16 0.318 1.050 3.010
N4 0.390 -3.674 1.733
H34 -1.799 -3.034 3.408
H35 -2.459 -3.463 1.769
H36 -2.550 -1.919 2.299
H37 -0.601 -2.171 0.757
H38 1.358 -1.225 2.003
H39 0.625 -1.513 3.574
H40 1.343 0.905 3.350
H41 -0.404 1.384 3.755
H42 0.393 1.975 2.438
H43 0.525 -3.964 2.691
H44 -0.391 -4.217 1.394
C17 -1.168 -1.559 -2.587
O5 -0.788 -0.878 -1.643
N5 -2.221 -2.313 -2.574
N6 -0.587 -1.631 -3.784
H45 -2.792 -2.479 -1.757
H46 -2.573 -2.876 -3.335
H47 -1.122 -2.197 -4.427
H48 0.325 -1.212 -3.898
C18 -1.041 1.159 0.145
O6 -1.041 2.057 0.962
N7 -1.304 1.334 -1.131
N8 -0.673 -0.100 0.288
H49 -1.159 0.580 -1.788
H50 -1.562 2.272 -1.404
H51 -0.207 -0.322 1.155
H52 -0.436 -0.680 -0.505
C19 -2.366 4.744 1.221
O7 -3.396 5.353 1.299
N9 -1.187 5.287 1.043
N10 -2.253 3.525 1.165
H53 -0.266 4.894 1.175
H54 -1.156 6.268 0.804
H55 -1.308 3.286 0.902
H56 -2.959 2.856 1.439

Force components x, y, z for each atom (eV/Å):
C 5.26 0.69 -2.83
C 0.91 0.21 0.37
C -1.67 -1.09 0.32
O 4.58 1.88 -0.51
C -0.79 -1.30 -0.46
N -0.18 -0.14 0.55
H 4.23 0.63 -1.86
H -0.45 -0.62 -0.82
H 0.56 1.23 0.19
H -0.33 1.12 0.00
H 0.24 -0.75 0.11
H -0.52 0.04 -0.48
H 0.11 -0.18 0.17
H -0.80 0.59 0.05
H -0.65 0.44 -0.59
H 0.62 -0.61 -0.34
H -0.16 0.38 -0.25
C 0.92 0.57 0.50
C 2.22 -0.71 -2.47
C -1.11 0.63 0.53
O 0.69 -0.50 -1.05
C 0.55 -0.16 -0.68
N 0.00 -0.45 1.41
H 1.55 0.02 -1.91
H 0.69 0.35 -0.60
H 0.41 -0.40 0.48
H 2.62 1.16 -0.86
H 0.24 -0.44 0.25
H -0.31 -0.33 0.87
H -0.73 -0.11 0.36
H -0.18 0.21 0.41
H -0.31 0.82 -0.19
H 0.22 1.10 0.94
H -0.36 -0.23 -1.03
C 0.33 1.20 -0.88
C 0.63 -0.33 0.58
C -2.37 2.73 -2.81
O -4.18 -0.34 4.78
C -3.46 -1.37 1.49
N 0.23 -0.43 -0.21
H 0.00 -0.52 0.17
H 0.10 -0.47 0.66
H 0.03 0.38 0.02
H 0.15 -0.45 -0.05
H -0.34 -0.55 -0.07
H -0.60 -0.27 -1.18
H -2.72 -0.80 -0.21
H -0.35 0.09 0.44
H -3.46 -2.22 0.28
H -0.83 0.39 0.36
H 0.27 -0.47 -0.63
C 1.57 0.83 2.06
C -1.33 0.43 0.88
C 0.13 -0.98 -0.41
O 0.64 1.37 8.30
C -1.71 0.64 2.50
N -0.61 0.60 -0.06
H 0.15 -0.19 0.18
H 2.08 -0.73 2.05
H 0.65 0.58 0.47
H 0.62 -0.07 0.18
H 0.43 -0.55 0.05
H -0.38 -0.18 0.13
H -2.19 -1.15 1.43
H 0.15 -0.71 0.69
H -0.58 -0.62 0.74
H 0.14 -0.41 0.28
H 0.60 -1.49 -0.21
C -0.44 -1.97 -2.10
O 0.52 -5.03 -5.87
N -0.77 -2.86 -3.87
N 1.40 0.87 -0.89
H 0.11 0.64 0.09
H 0.94 0.38 -0.68
H 1.13 0.38 -0.47
H -0.29 -0.36 -0.64
C 1.56 -3.30 -0.89
O 4.28 -6.10 0.90
N -7.69 4.39 0.67
N 4.98 3.31 1.11
H -0.87 0.73 0.14
H -0.55 -0.15 -0.20
H -0.64 1.17 -2.58
H 0.29 0.93 1.78
C -2.87 3.80 0.13
O -2.63 2.71 0.55
N 4.35 4.63 -0.85
N -2.78 -2.65 0.75
H -0.53 -0.36 0.12
H -0.14 -0.15 0.24
H -1.56 0.50 0.19
H 0.32 0.46 -0.18

Calculated values
* E: -49819.584 eV
* LUMO level: 0.15 eV
* relative energy (zero: lowest compared OMol25 entry of this formula, charge and spin): 622.4 kcal per mole
* strongest force on any atom: 8.884 eV Å⁻¹

# 2
12 unconnected molecules or ions with the total composition C19H57ClN23O14P2 at a distorted geometry, computed with wB97M-V/def2-TZVPD.

Atoms and positions in Å:
C1 2.391 -0.465 -1.200
C2 1.460 -0.942 -2.475
C3 0.621 0.271 -3.194
Cl1 -0.743 -0.407 -4.311
C4 0.057 1.316 -2.055
C5 0.619 2.875 -1.986
C6 -0.005 3.835 -0.789
C7 -1.131 3.169 0.252
N1 -1.612 1.724 0.138
C8 -1.073 0.805 -0.979
P1 -1.854 -0.980 -0.987
P2 -3.975 -0.574 -1.507
O1 -4.732 -0.288 -0.149
O2 -4.687 -1.813 -2.503
O3 -3.965 0.942 -2.403
H1 2.889 -1.461 -0.773
H2 3.264 0.250 -1.534
H3 1.769 -0.019 -0.297
H4 0.685 -1.789 -2.213
H5 2.217 -1.399 -3.276
H6 1.366 0.871 -3.896
H7 1.433 3.240 -2.757
H8 0.395 4.934 -0.689
H9 -1.598 3.790 1.157
H10 -2.339 1.371 0.829
H11 -1.753 -1.512 0.352
H12 -4.707 -2.659 -1.966
H13 -4.312 0.790 -3.352
C9 -8.624 -0.463 -2.063
O4 -8.843 -0.670 -3.246
N2 -9.607 -0.319 -1.156
N3 -7.381 -0.359 -1.560
H14 -9.447 -0.147 -0.178
H15 -10.559 -0.389 -1.493
H16 -6.612 -0.462 -2.209
H17 -7.181 -0.189 -0.589
C10 2.651 -4.228 -0.427
O5 3.148 -3.188 -0.831
N4 1.807 -4.272 0.619
N5 2.905 -5.423 -0.991
H18 1.388 -5.118 0.967
H19 1.589 -3.394 1.072
H20 3.536 -5.434 -1.781
H21 2.506 -6.289 -0.672
C11 -9.515 -2.113 2.149
O6 -9.410 -1.038 1.580
N6 -9.707 -2.218 3.476
N7 -9.447 -3.289 1.499
H22 -9.795 -3.094 3.963
H23 -9.764 -1.356 4.003
H24 -9.303 -3.255 0.499
H25 -9.530 -4.184 1.950
C12 2.662 6.261 -2.241
O7 2.474 5.095 -2.551
N8 1.802 7.245 -2.559
N9 3.746 6.666 -1.555
H26 1.939 8.211 -2.312
H27 0.972 6.983 -3.076
H28 4.419 5.956 -1.296
H29 3.917 7.621 -1.290
C13 3.304 2.458 0.818
O8 3.217 1.568 -0.013
N10 3.524 2.215 2.123
N11 3.189 3.761 0.503
H30 3.599 2.934 2.822
H31 3.617 1.247 2.402
H32 3.023 3.987 -0.468
H33 3.258 4.508 1.174
C14 -9.949 -6.343 3.610
O9 -9.452 -5.303 3.206
N12 -10.793 -6.386 4.656
N13 -9.695 -7.537 3.047
H34 -11.212 -7.233 5.004
H35 -11.011 -5.509 5.110
H36 -9.064 -7.549 2.256
H37 -10.094 -8.404 3.366
C15 7.349 4.084 1.288
O10 8.439 3.995 0.744
N14 7.117 4.917 2.318
N15 6.284 3.358 0.905
H38 6.227 5.004 2.779
H39 7.893 5.482 2.638
H40 6.416 2.718 0.132
H41 5.379 3.417 1.340
C16 6.748 -5.831 -1.485
O11 5.710 -6.293 -1.932
N16 7.796 -6.600 -1.138
N17 6.937 -4.512 -1.301
H42 8.659 -6.238 -0.768
H43 7.695 -7.599 -1.261
H44 6.173 -3.898 -1.550
H45 7.785 -4.113 -0.935
C17 10.848 3.025 3.914
O12 11.698 3.056 4.790
N18 10.496 4.112 3.204
N19 10.188 1.902 3.580
H46 9.798 4.107 2.479
H47 10.968 4.979 3.424
H48 10.423 1.061 4.090
H49 9.485 1.857 2.862
C18 -0.919 -3.702 3.127
O13 -0.226 -3.917 2.144
N20 -2.231 -3.418 3.044
N21 -0.431 -3.731 4.380
H50 -2.818 -3.239 3.841
H51 -2.638 -3.387 2.118
H52 0.552 -3.941 4.487
H53 -0.986 -3.557 5.202
C19 -0.956 5.184 -5.029
O14 -0.353 5.777 -4.149
N22 -2.256 4.855 -4.924
N23 -0.375 4.807 -6.182
H54 -2.771 4.367 -5.638
H55 -2.732 5.120 -4.072
H56 0.603 5.035 -6.301
H57 -0.856 4.318 -6.918

Force components x, y, z for each atom (eV/Å):
C -0.15 -1.23 -0.14
C 0.46 -0.48 -0.27
C 1.37 0.77 0.95
Cl 1.24 0.86 1.21
C -1.83 1.88 2.22
C -3.37 -1.82 3.20
C -1.05 -4.66 -0.64
C 1.56 -1.21 -2.23
N 3.56 2.75 -3.06
C 0.93 3.07 0.42
P 1.93 0.40 -1.57
P -3.79 2.57 2.96
O 2.42 -1.33 -4.37
O 2.03 1.77 2.35
O -0.67 -4.18 -0.79
H -1.24 2.39 -1.16
H -2.26 -1.49 0.50
H 1.17 -0.73 -2.26
H 1.64 1.71 -0.33
H -1.87 1.02 1.58
H -1.85 -1.12 1.51
H -1.87 -0.54 1.86
H -1.15 -2.43 -0.09
H 1.16 -1.56 -2.32
H 1.19 0.51 -1.40
H -0.67 1.06 -0.31
H -0.11 1.28 -0.73
H 0.79 0.31 1.91
C -0.74 0.04 -0.31
O 0.12 -0.13 -0.53
N -1.03 0.24 0.07
N 1.46 0.07 0.11
H -0.05 -0.33 0.11
H 0.42 0.04 0.11
H -0.55 -0.02 0.33
H 0.04 -0.05 -0.10
C -0.23 -0.88 0.26
O 0.64 0.06 -0.30
N -0.06 0.65 0.50
N 0.31 -0.44 -0.88
H -0.02 0.33 -0.05
H -0.10 -0.60 -0.11
H 0.07 -0.25 0.31
H 0.11 0.20 -0.03
C 0.03 -0.54 -0.50
O 0.16 0.87 0.06
N -0.22 0.61 1.53
N 0.13 -0.17 -1.38
H 0.11 -0.04 -0.30
H 0.01 -0.34 -0.25
H -0.10 0.17 0.35
H 0.06 0.09 0.12
C -0.30 0.79 -0.28
O 0.06 -0.94 0.23
N -0.86 0.29 -0.24
N 1.19 -0.29 0.88
H 0.08 -0.19 -0.05
H 0.01 -0.06 -0.14
H -0.07 0.33 -0.16
H -0.02 -0.15 -0.11
C -0.35 -0.46 -0.56
O 0.49 1.13 0.75
N 0.25 -0.69 1.34
N -0.22 1.20 -0.62
H -0.14 -0.16 -0.04
H 0.03 0.34 -0.05
H 0.05 0.09 0.04
H -0.12 -0.08 -0.10
C -0.25 -0.51 0.16
O 0.25 0.16 0.30
N -0.56 0.57 0.88
N 0.57 -0.62 -0.82
H 0.08 0.16 -0.07
H 0.00 -0.40 -0.13
H -0.25 -0.07 0.29
H 0.06 0.17 -0.06
C 0.19 -0.21 -0.38
O 0.37 -0.03 0.13
N 0.18 1.06 1.01
N -0.49 -0.72 -0.67
H 0.23 -0.04 -0.05
H -0.35 -0.16 -0.01
H -0.13 0.18 0.26
H 0.40 -0.08 -0.14
C -0.39 -0.08 -0.16
O -0.26 -0.11 -0.14
N 0.78 -1.21 0.23
N -0.26 1.36 0.00
H -0.18 -0.07 -0.09
H 0.08 0.39 0.05
H 0.22 -0.15 0.15
H -0.16 -0.10 -0.08
C 0.69 0.25 0.63
O 0.01 -0.07 0.06
N -0.18 1.46 -0.33
N -0.60 -1.55 -0.02
H 0.14 -0.12 -0.27
H -0.11 -0.40 -0.10
H -0.08 0.35 -0.22
H 0.17 0.08 0.04
C 0.13 -0.09 0.00
O -0.17 0.08 -0.07
N -1.20 0.34 -0.63
N 0.90 -0.09 0.91
H 0.08 -0.05 -0.15
H 0.07 -0.08 0.43
H -0.38 0.06 0.02
H 0.09 -0.06 -0.15
C 0.05 0.05 -0.06
O 0.22 0.29 0.49
N -1.17 -0.12 0.64
N 0.99 -0.15 -0.78
H 0.10 0.11 0.12
H 0.12 -0.10 -0.37
H -0.36 -0.09 -0.01
H 0.07 0.10 0.13

Calculated values
* E: -114663.161 eV
* LUMO level: -4.22 eV
* net charge: +1
* strongest force on any atom: 5.452 eV Å⁻¹

Q: Look up the E of the first one.
A: -49819.584 eV

Q: The lowest strongest force on any atom belongs to which entry?
A: C19H57ClN23O14P2